This record from the Open Molecules 2025 dataset describes C3H5NO2 in the gas phase at a distorted geometry. The level of theory is ωB97M-V/def2-TZVPD.

The geometry in ORCA input format:
```
! wB97M-V def2-TZVPD RIJCOSX def2/J DEFGRID3
* xyz 0 1
N 2.17 1.17 0.15
C 1.11 0.51 0.06
O -0.08 1.17 0.27
C -1.20 0.31 0.15
C -0.59 -1.05 -0.23
O 0.83 -0.82 -0.22
H 3.16 0.96 0.04
H -1.88 0.68 -0.62
H -1.75 0.26 1.10
H -0.86 -1.82 0.51
H -0.93 -1.38 -1.22
*
```

Properties
SMILES: N=C1OCCO1
gap between HOMO and LUMO: 10.8 eV
ΔE to the lowest compared entry with this formula, charge and spin: 34.9 kcal per mole
maximum force: 0.02449 hartree/bohr


This record from the Open Molecules 2025 dataset describes a 10-piece molecular cluster, C52H62BNO28S3 overall at a distorted geometry. The level of theory is ωB97M-V/def2-TZVPD.

The geometry in ORCA input format:
```
! wB97M-V def2-TZVPD RIJCOSX def2/J DEFGRID3
* xyz -1 2
C -6.03 3.06 3.61
C -4.52 3.44 3.26
C -3.87 2.18 2.54
C -2.47 2.43 1.97
C -2.50 3.55 0.86
C -3.20 4.88 1.30
N -4.45 4.62 2.23
O -5.13 5.80 2.63
C -3.63 5.77 0.15
C -2.11 5.59 2.04
C -3.75 3.99 4.54
H -6.18 2.10 4.11
H -6.61 2.96 2.70
H -6.56 3.79 4.22
H -4.54 2.06 1.70
H -3.88 1.28 3.16
H -2.19 1.48 1.51
H -1.71 2.72 2.69
H -3.01 3.16 -0.03
H -1.49 3.59 0.47
H -2.87 5.97 -0.61
H -3.95 6.75 0.49
H -4.35 5.22 -0.45
H -1.62 4.99 2.81
H -2.41 6.49 2.56
H -1.29 5.86 1.37
H -4.07 4.99 4.83
H -2.67 3.94 4.40
H -3.91 3.36 5.42
O 2.22 0.69 1.17
C 1.22 0.38 0.48
O 0.20 -0.41 0.84
B -0.66 -0.63 -0.31
O -0.09 0.20 -1.43
C 0.92 0.87 -0.98
O 1.59 1.62 -1.71
O -2.07 -0.27 -0.14
C -2.79 -1.23 -0.59
O -3.99 -1.28 -0.66
C -1.87 -2.45 -1.02
O -0.65 -2.06 -0.63
O -2.16 -3.55 -1.54
O -6.03 -1.32 -5.91
S -4.55 -1.21 -5.90
O -3.73 -1.91 -6.93
O -4.27 0.48 -5.96
C -2.88 0.87 -6.03
C -2.65 1.90 -7.13
C -3.85 -1.60 -4.25
H -2.25 0.00 -6.23
H -2.67 1.32 -5.07
H -3.04 1.54 -8.09
H -1.60 2.16 -7.21
H -3.15 2.85 -6.98
H -2.90 -1.09 -4.32
H -3.60 -2.66 -4.22
H -4.51 -1.28 -3.45
O 2.17 -0.59 5.72
S 3.03 0.55 5.46
O 3.29 1.48 6.56
O 4.52 0.14 4.87
C 4.76 -1.10 4.30
C 4.89 -2.33 5.18
C 2.24 1.28 3.98
H 5.70 -0.76 3.86
H 3.99 -1.23 3.53
H 4.84 -3.23 4.57
H 4.05 -2.42 5.86
H 5.79 -2.26 5.79
H 1.90 2.29 4.21
H 1.50 0.53 3.69
H 3.03 1.57 3.28
O 7.41 4.59 2.50
S 6.38 3.63 2.05
O 5.33 3.14 2.91
O 5.86 4.02 0.57
C 4.89 3.09 0.03
C 4.34 3.56 -1.43
C 7.41 2.09 1.74
H 4.05 3.03 0.72
H 5.41 2.15 -0.14
H 3.88 4.54 -1.25
H 3.68 2.88 -1.95
H 5.21 3.70 -2.07
H 8.00 2.12 0.82
H 6.70 1.27 1.61
H 8.11 2.02 2.57
C -0.70 -3.69 5.32
C 0.42 -4.39 5.02
C 1.37 -4.00 3.98
O 2.46 -4.52 3.83
C 0.87 -2.81 3.30
C -0.26 -2.10 3.64
C -1.19 -2.48 4.60
O -2.21 -1.88 4.91
H -1.39 -3.80 6.15
H 0.78 -5.19 5.64
H 1.37 -2.48 2.40
H -0.44 -1.24 3.02
C 5.10 -0.49 -0.58
C 4.99 -0.05 -1.86
C 6.11 -0.01 -2.81
O 6.10 0.17 -4.00
C 7.36 -0.49 -2.17
C 7.42 -0.96 -0.87
C 6.36 -0.94 0.06
O 6.44 -1.46 1.19
H 4.20 -0.60 0.00
H 3.98 0.19 -2.15
H 8.30 -0.55 -2.71
H 8.37 -1.23 -0.44
C 0.23 3.89 -3.53
C 0.92 3.92 -4.68
C 0.38 4.32 -5.96
O 0.91 4.10 -7.01
C -0.99 4.88 -5.85
C -1.69 4.83 -4.74
C -1.24 4.15 -3.54
O -2.01 3.83 -2.67
H 0.78 3.84 -2.60
H 2.00 3.83 -4.60
H -1.39 5.34 -6.74
H -2.69 5.23 -4.76
C -5.01 -4.03 0.51
C -5.19 -5.03 -0.32
C -4.27 -6.15 -0.47
O -4.07 -6.79 -1.51
C -3.37 -6.23 0.62
C -3.20 -5.28 1.54
C -3.93 -4.06 1.56
O -3.96 -3.20 2.45
H -5.72 -3.22 0.54
H -5.95 -4.73 -1.02
H -2.67 -7.04 0.78
H -2.56 -5.55 2.36
C -0.53 -6.57 -2.85
C -0.43 -6.99 -4.11
C 0.24 -8.25 -4.51
O 0.32 -8.57 -5.72
C 0.76 -8.94 -3.38
C 0.65 -8.62 -2.07
C -0.11 -7.44 -1.72
O -0.36 -7.13 -0.54
H -1.09 -5.64 -2.86
H -0.82 -6.32 -4.86
H 1.39 -9.80 -3.57
H 1.27 -9.27 -1.47
*
```

Properties
⟨S²⟩: 0.76
gap between HOMO and LUMO (spin up / spin down): 6.0 / 6.9 eV
maximum force: 0.10567 hartree/bohr